Arrangement i

{
  "formula": "C7H9ClN2O2S",
  "method": "ωB97M-V/def2-TZVPD",
  "elements": ["C", "C", "C", "C", "C", "C", "C", "N", "N", "O", "O", "S", "Cl", "H", "H", "H", "H", "H", "H", "H", "H", "H"],
  "coordinates": [[0.12, -0.27, -0.48], [-0.34, -0.56, 1.02], [-0.66, 0.78, -0.86], [0.18, -1.42, 2.03], [-0.68, 1.45, -2.16], [-2.08, 0.60, 2.38], [2.82, -0.64, -1.03], [-1.50, 1.15, 0.11], [-1.30, 0.36, 1.17], [-0.04, -1.47, 3.20], [0.82, -1.04, -2.83], [1.15, -1.42, -1.43], [1.47, -2.55, 1.32], [-1.76, 1.80, -2.16], [0.13, 2.10, -2.24], [-0.60, 0.78, -2.92], [-1.45, 0.90, 3.17], [-2.68, 1.49, 2.11], [-2.58, -0.22, 2.61], [2.99, -1.24, -0.14], [2.68, 0.35, -0.88], [3.32, -0.91, -1.97]],
  "homo_ev": -8.924,
  "gap_ev": 8.1,
  "multiplicity": 1,
  "charge": 0
}

---

Arrangement ii

{
  "formula": "C7H9ClN2O2S",
  "method": "ωB97M-V/def2-TZVPD",
  "elements": ["H", "N", "C", "C", "Cl", "C", "C", "C", "S", "C", "C", "N", "O", "O", "H", "H", "H", "H", "H", "H", "H", "H"],
  "coordinates": [[-2.43, -2.45, 2.91], [-1.59, -1.95, 2.60], [-0.60, -2.61, 3.02], [0.74, -2.02, 2.92], [1.97, -2.81, 3.79], [1.17, -0.98, 2.14], [0.48, -0.19, 1.19], [-0.58, 0.59, 1.27], [-1.40, 1.46, -0.06], [-0.57, 0.87, -1.57], [0.42, 1.99, -1.82], [-1.32, 0.93, 2.46], [-1.03, 0.45, 3.52], [-2.28, 1.64, 2.37], [-0.52, -3.58, 3.53], [2.27, -0.74, 2.01], [1.11, -0.08, 0.32], [-0.07, -0.05, -1.73], [-1.39, 0.85, -2.27], [1.11, 1.96, -2.69], [-0.27, 2.85, -1.89], [1.01, 2.20, -0.90]],
  "homo_ev": -8.405,
  "smiles": "[H]/N=C/C(Cl)=C\\C=C(\\SCC)[N+](=O)[O-]",
  "gap_ev": 7.6,
  "multiplicity": 1,
  "charge": 0
}

---

Arrangement iii

{
  "formula": "C7H9ClN2O2S",
  "method": "ωB97M-V/def2-TZVPD",
  "elements": ["C", "C", "C", "C", "C", "C", "C", "N", "N", "O", "O", "S", "Cl", "H", "H", "H", "H", "H", "H", "H", "H", "H"],
  "coordinates": [[-1.29, -0.48, -0.25], [1.27, -0.05, 0.21], [-1.33, 0.86, -0.09], [2.57, -0.61, 0.16], [-2.67, 1.54, -0.29], [1.93, 2.23, 0.32], [-0.41, -3.21, -0.10], [-0.34, 1.72, 0.12], [0.91, 1.24, 0.25], [3.05, -1.49, 0.81], [-2.39, -1.41, 0.30], [-0.98, -1.76, 0.90], [3.24, -0.08, -1.57], [-2.59, 2.65, -0.49], [-3.10, 1.13, -1.21], [-3.35, 1.01, 0.42], [2.21, 2.35, 1.47], [2.75, 1.81, -0.36], [1.48, 3.15, -0.09], [0.05, -2.85, -0.92], [-1.23, -3.81, -0.18], [0.21, -3.96, 0.57]],
  "homo_ev": [-8.341, -8.341],
  "gap_ev": [7.9, 7.9],
  "multiplicity": 1,
  "charge": 0
}

---

Most stable one: arrangement i, least stable one: arrangement iii.

---

Arrangement i

{
  "formula": "C8H16Br8",
  "method": "ωB97M-V/def2-TZVPD",
  "elements": ["Br", "C", "C", "Br", "H", "H", "H", "H", "Br", "C", "C", "Br", "H", "H", "H", "H", "Br", "C", "C", "Br", "H", "H", "H", "H", "Br", "C", "C", "Br", "H", "H", "H", "H"],
  "coordinates": [[1.03, -0.74, -1.55], [0.58, 0.59, -0.18], [1.87, 1.29, 0.29], [1.72, 2.70, 1.74], [-0.06, 0.18, 0.60], [-0.06, 1.34, -0.64], [2.51, 1.76, -0.46], [2.42, 0.53, 0.84], [-5.59, -4.94, 0.57], [-4.53, -3.25, 0.72], [-5.12, -2.42, -0.41], [-4.32, -0.59, -0.22], [-3.49, -3.46, 0.44], [-4.64, -2.75, 1.68], [-6.20, -2.33, -0.34], [-4.99, -2.82, -1.42], [4.93, 7.34, 5.55], [5.74, 5.63, 6.19], [4.98, 4.51, 5.46], [6.17, 2.86, 5.37], [5.69, 5.67, 7.28], [6.82, 5.62, 6.07], [4.74, 4.63, 4.41], [4.04, 4.30, 5.97], [0.39, -4.14, -6.31], [-1.21, -2.91, -6.26], [-2.48, -3.60, -5.74], [-3.80, -2.09, -5.45], [-1.24, -2.36, -7.21], [-0.81, -2.11, -5.63], [-2.28, -4.15, -4.82], [-2.80, -4.28, -6.53]],
  "homo_ev": -10.334,
  "smiles": "BrCCBr.BrCCBr.BrCCBr.BrCCBr",
  "gap_ev": 10.5,
  "multiplicity": 1,
  "charge": 0
}

---

Arrangement ii

{
  "formula": "C8H16Br8",
  "method": "ωB97M-V/def2-TZVPD",
  "elements": ["Br", "C", "C", "Br", "H", "H", "H", "H", "Br", "C", "C", "Br", "H", "H", "H", "H", "Br", "C", "C", "Br", "H", "H", "H", "H", "Br", "C", "C", "Br", "H", "H", "H", "H"],
  "coordinates": [[2.05, 5.61, 2.86], [0.64, 4.34, 3.16], [-0.35, 4.45, 2.01], [-1.96, 3.39, 2.34], [0.15, 4.54, 4.13], [1.07, 3.32, 3.23], [0.04, 3.91, 1.13], [-0.62, 5.49, 1.85], [3.79, -0.26, -6.42], [2.45, -0.87, -5.13], [2.73, -0.46, -3.70], [1.44, -1.28, -2.47], [2.45, -1.98, -5.21], [1.51, -0.55, -5.58], [2.63, 0.61, -3.57], [3.70, -0.90, -3.41], [-2.46, 0.25, -1.14], [-1.29, 0.20, 0.41], [-0.05, 1.04, 0.28], [1.35, 0.49, 1.53], [-1.06, -0.88, 0.50], [-1.86, 0.40, 1.32], [-0.40, 2.04, 0.41], [0.31, 0.89, -0.74], [-3.87, -2.98, 0.79], [-2.78, -4.43, 1.65], [-1.26, -4.14, 1.69], [-0.38, -4.15, -0.08], [-2.93, -5.34, 1.07], [-3.19, -4.67, 2.63], [-0.71, -4.90, 2.25], [-1.14, -3.17, 2.23]],
  "homo_ev": -10.128,
  "smiles": "BrCCBr.BrCCBr.BrCCBr.BrCCBr",
  "gap_ev": 10.5,
  "multiplicity": 1,
  "charge": 0
}

---

Most stable one: arrangement ii, least stable one: arrangement i.